1.
34
Properties=species:S:1:pos:R:3 method="wB97M-V/def2-TZVPD" e_lumo_ev=2.59 gap_ev=5.78 total_energy_ha=-3876.88611 total_charge=-1
C -3.066 0.901 -0.238
C -1.631 1.347 -0.618
C -0.681 1.536 0.569
As 0.640 0.090 1.070
C -0.753 -1.460 0.953
C -1.499 -1.718 2.216
O -1.160 -1.572 3.292
I -3.548 -2.590 1.949
C 1.318 -0.235 -0.890
Cl 1.535 1.290 -1.883
C 0.649 -1.354 -1.682
C 1.199 -1.443 -3.132
P 2.326 1.790 1.261
O 3.857 1.077 1.059
O 2.203 2.477 2.778
H -3.084 0.083 0.470
H -3.594 1.782 0.118
H -3.552 0.630 -1.174
H -1.265 0.734 -1.439
H -1.790 2.332 -1.062
H -0.098 2.437 0.387
H -1.280 1.775 1.449
H 1.702 -0.996 1.509
H 0.311 0.355 2.591
H -1.498 -1.352 0.171
H -0.159 -2.358 0.813
H 2.343 -0.560 -0.739
H 0.926 -2.291 -1.205
H -0.429 -1.291 -1.789
H 2.284 -1.433 -3.154
H 0.838 -2.386 -3.541
H 0.769 -0.631 -3.700
H 4.052 1.247 0.129
H 2.134 1.787 3.462

***

2.
29
Properties=species:S:1:pos:R:3 method="wB97M-V/def2-TZVPD" e_lumo_ev=0.77 gap_ev=10.90 total_energy_ha=-1031.42596 total_charge=0
C 0.062 -3.120 0.277
C 1.903 0.191 1.266
C 1.511 2.420 2.245
C -0.228 -0.630 -2.892
C -2.945 -0.293 0.032
C 2.160 1.047 2.212
C 1.164 -0.536 -2.326
C -1.900 0.351 0.815
O -0.111 -3.372 -0.822
O 0.386 1.599 -0.698
O 0.224 -2.900 1.392
O 1.171 -0.885 -0.935
O -0.659 -0.305 0.761
P 0.672 0.360 0.038
H 0.456 2.278 2.570
H 1.357 2.728 1.141
H 2.004 3.257 2.828
H -0.763 0.272 -2.458
H -0.185 -0.394 -3.870
H -0.884 -1.514 -2.515
H -3.937 0.231 0.281
H -2.915 -0.227 -1.105
H -2.982 -1.430 0.208
H 2.647 0.842 3.145
H 2.303 -0.852 1.376
H 1.507 0.449 -2.402
H 1.812 -1.348 -2.839
H -2.156 0.367 1.804
H -1.674 1.414 0.471

***

3.
53
Properties=species:S:1:pos:R:3 method="wB97M-V/def2-TZVPD" e_lumo_ev=1.25 gap_ev=5.94 total_energy_ha=-2861.73933 total_charge=-1
Sr -0.166 0.013 0.696
S 0.331 -2.793 1.063
C 0.578 -2.325 2.729
S -0.062 -0.849 3.407
C 1.290 -3.188 3.556
C 1.527 -2.909 4.931
N 1.757 -2.722 6.046
C 1.859 -4.402 3.077
N 2.336 -5.396 2.736
O -0.809 3.114 -2.565
C -0.190 2.782 -1.558
O -0.570 1.894 -0.712
C 1.208 3.368 -1.312
P 2.032 2.563 0.112
C 3.692 3.345 0.062
C 4.044 4.219 1.085
C 5.282 4.849 1.081
C 6.183 4.601 0.059
C 5.845 3.724 -0.966
C 4.608 3.101 -0.964
C 2.450 0.904 -0.538
C 3.081 0.031 0.360
C 3.349 -1.283 0.012
C 2.988 -1.750 -1.246
C 2.363 -0.898 -2.143
C 2.089 0.421 -1.793
H 1.091 4.431 -1.091
H 1.791 3.298 -2.233
H 3.346 4.398 1.894
H 5.546 5.520 1.888
H 7.153 5.082 0.062
H 6.551 3.524 -1.763
H 4.346 2.409 -1.756
H 3.338 0.383 1.355
H 3.795 -1.953 0.735
H 3.156 -2.787 -1.503
H 2.064 -1.260 -3.119
H 1.580 1.060 -2.503
N -6.305 -1.170 -3.705
C -5.417 -2.131 -3.405
S -5.551 -3.670 -3.968
C -4.286 -1.674 -2.544
C -3.728 -2.523 -1.597
C -2.707 -2.047 -0.795
N -2.209 -0.811 -0.904
C -2.720 -0.003 -1.837
C -3.763 -0.391 -2.665
H -7.086 -1.397 -4.295
H -6.253 -0.260 -3.281
H -4.094 -3.534 -1.488
H -2.250 -2.673 -0.036
H -2.270 0.980 -1.922
H -4.113 0.307 -3.413